[1]
104
Properties=species:S:1:pos:R:3 method="wB97M-V/def2-TZVPD" total_charge=-2 spin_multiplicity=2 homo_ev="-2.486 / -2.486" homo_lumo_gap_ha="0.1950 / 0.1091"
Cd 0.67281 -0.41119 1.23339
Br 4.23534 3.98036 4.95507
Cl -2.83192 -1.50274 0.91128
Cl -2.14969 0.98238 5.60317
Cl -6.90564 1.29396 3.08666
S 1.71182 2.74100 -8.33928
S 2.33168 1.35509 -5.81453
S 1.43537 0.70341 -3.00858
O -1.09043 1.17029 0.34954
O 2.23820 0.33954 3.42327
O 3.05445 2.56628 1.54220
O 3.59548 1.04741 5.08024
O -1.25059 -0.22881 3.05306
N -0.35239 -1.99965 -1.24010
N -0.70197 3.39664 0.45188
N 0.04352 2.02407 -4.86120
N 0.08762 2.50816 -6.12293
N 0.98500 1.81005 0.92870
N -0.16224 -3.31009 -0.96991
N 1.42605 -5.11379 -0.05377
N 0.43790 -3.47932 1.50522
N 0.68081 -2.41748 2.31813
N 2.13850 -2.74854 -0.29593
N 1.09141 -6.03107 -0.98033
N 2.33281 -1.46656 0.08957
C 3.38536 -1.00811 -0.58076
C 1.74328 -8.33192 -1.58610
C 0.42996 2.37423 4.38799
C -3.13068 0.64710 4.20815
C 0.22290 -2.72479 3.52980
C -1.33580 3.66589 -7.80937
C -1.95954 3.62624 -5.48556
C 1.83626 -7.10009 -0.74167
C 0.16707 4.42079 0.71483
C 0.18151 4.69076 4.96420
C -2.49836 -0.01361 3.10197
C -0.20355 -4.43802 2.19710
C 2.67776 -6.87616 0.36674
C -4.75862 -0.02712 2.07864
C -1.32884 -1.93135 -2.13687
C -3.34084 4.78698 -7.07328
C 1.55785 4.80899 5.06699
C -1.81761 -0.62228 -2.66071
C 3.04858 -3.08696 -1.22789
C 1.11712 1.39803 -4.48982
C 2.65453 1.15793 4.28224
C -2.46543 4.42387 -8.08086
C 2.38134 -5.59590 0.76950
C -1.78463 -3.22537 -2.45206
C 0.42467 -1.86284 4.72716
C -3.44211 -0.43119 2.09847
C 1.43602 4.18294 1.05646
C -0.27378 2.07688 0.57685
C -5.25055 0.73182 3.12930
C -3.08370 4.37547 -5.77440
C 1.90333 2.80214 1.20520
C -1.06445 3.27075 -6.50120
C -2.10738 3.64976 0.20955
C -0.35983 -4.00493 3.49315
C -0.38476 3.47300 4.62329
C -4.45810 1.02676 4.22404
C 3.87449 -2.01117 -1.43859
C 1.81214 2.46808 4.49479
C 3.99601 0.32689 -0.34735
C -1.01515 -4.06963 -1.68487
C 2.36575 3.70255 4.83279
C 1.25250 2.27172 -6.82273
B 0.93464 -3.65496 0.04214
H 1.82878 -8.07865 -2.64333
H 0.83423 -2.46025 5.54494
H -2.57324 -3.49896 -3.13314
H 3.39643 -7.55212 0.79902
H -5.40736 -0.31557 1.26260
H -2.22665 4.62629 -0.26048
H 4.95230 0.20789 0.16456
H 2.78010 -4.99773 1.57266
H -0.82522 -4.53432 4.30671
H 3.36909 0.94274 0.29040
H 4.69926 -1.94150 -2.12697
H -4.86880 1.53923 5.08296
H -1.75416 3.30966 -4.47573
H 0.00645 1.41874 4.11148
H 0.78369 -8.83083 -1.43747
H -0.51594 -1.42504 5.05575
H -4.21444 5.38608 -7.29539
H -0.44548 5.55485 5.15758
H -2.67204 3.63628 1.14634
H 4.18108 0.83586 -1.29571
H -0.24095 5.41826 0.60574
H 2.54043 -9.02775 -1.32660
H -0.49768 -5.36311 1.72900
H 2.14155 4.97328 1.25843
H -0.98774 -5.14108 -1.60171
H -1.65546 0.14127 -1.90005
H 2.01114 5.76014 5.31782
H 3.04710 -4.06791 -1.67412
H -2.87810 -0.67766 -2.90737
H -2.65409 4.73086 -9.10143
H 1.11312 -1.05685 4.47902
H -1.46072 3.36494 4.53984
H -1.26544 -0.34008 -3.56024
H -0.67224 3.39914 -8.60932
H -2.50261 2.86891 -0.43492
H -3.75961 4.64237 -4.97297



[2]
25
Properties=species:S:1:pos:R:3 method="wB97M-V/def2-TZVPD" smiles="C=CCCCNC=O.O.O" homo_ev=-9.830 de_lowest_kcal_mol=35.2 homo_lumo_gap_ha=0.3890
O 0.29910 -2.67925 -1.99656
O -3.87399 -2.19791 0.90732
O 1.99340 -2.00915 0.02463
N 1.72283 0.06478 -0.81545
C 0.45782 2.15412 -0.43972
C 2.03270 -0.79097 0.16561
C -2.45094 2.00802 1.33875
C 1.78888 1.51743 -0.84898
C -1.31924 1.37083 1.14610
C 0.07354 1.90224 1.04408
H -3.01071 -2.52922 1.21009
H 0.26866 2.82480 1.59339
H -2.34339 3.07465 1.55916
H 0.79718 -3.41718 -2.40698
H 2.53159 1.88236 -0.12958
H -0.28732 1.68892 -1.09132
H 0.42423 3.23052 -0.59634
H -3.40455 1.58128 1.60695
H 2.42468 -0.36983 1.10111
H 1.38257 -0.32838 -1.67672
H 0.84975 -2.45754 -1.21443
H 2.13008 1.78770 -1.84499
H -1.36179 0.28880 0.99002
H 0.72820 1.16469 1.51959
H -3.69306 -2.20714 -0.06726



[3]
81
Properties=species:S:1:pos:R:3 method="wB97M-V/def2-TZVPD" total_charge=-1 homo_ev=-4.681 de_lowest_kcal_mol=0.0 homo_lumo_gap_ha=0.2512
I 4.51048 2.32801 -0.31529
Ti -0.13731 1.17555 -0.28942
Cl -0.39714 -1.26242 1.90554
S -2.76392 2.46532 -0.54292
S -2.26869 1.37795 1.09074
P -1.31240 -1.33507 -1.06518
O -4.07394 2.13613 -1.05350
O 0.64416 2.17143 0.95442
O -2.51303 3.87182 -0.29848
O -1.68232 1.89605 -1.46872
N 2.31049 -0.21179 1.08538
N 1.73864 -0.04416 -0.23401
N -0.15666 4.09832 1.85708
C 0.46925 2.88555 2.09017
C -3.70717 -2.41370 0.01373
C 0.92414 2.41668 3.25578
C 3.34891 -1.28298 1.14830
C 0.88640 -2.55586 -2.19051
C -0.08921 0.79747 -3.77992
C 4.25014 -0.88671 2.31343
C 2.26306 0.69087 -3.32331
C -4.10456 -0.58793 -3.93944
C 4.19278 -1.43953 -0.12137
C 1.80419 -3.56941 -2.41871
C -3.97185 -1.64816 -4.82433
C -2.79735 -2.24910 2.63344
C 2.42568 -0.20510 -4.36973
C -0.25628 -3.93941 -0.59163
C 0.66547 -4.95270 -0.81908
C -4.52870 -2.80196 1.06210
C 0.07456 -0.10716 -4.82000
C 1.69751 -4.76970 -1.72845
C -3.03462 -2.64000 -4.57215
C -3.29803 -0.50635 -2.81301
C -4.07493 -2.71842 2.36898
C 0.85675 2.17786 -1.87698
C -0.14986 -2.73099 -1.27274
C -2.42257 -1.93748 0.25534
C 2.65052 -2.60670 1.45025
C -1.99124 -1.86528 1.57776
C 0.99956 1.21580 -3.00211
C -2.22904 -2.56776 -3.44447
C 1.33097 -0.61540 -5.12331
C -2.35033 -1.49781 -2.56048
H -0.87449 4.05936 1.13897
H -1.07156 1.19790 -3.56836
H 3.13179 1.03391 -2.76697
H -4.71732 -3.00842 3.19036
H -2.92362 -3.47330 -5.25477
H 2.13951 -2.56339 2.41292
H 2.60353 -3.41305 -3.13220
H 3.37914 -3.42018 1.47233
H 1.63484 -0.97108 -0.64024
H 3.60654 -1.83479 -0.95628
H 1.90816 -2.84840 0.68534
H 4.92231 -1.70911 2.56461
H -5.52832 -3.16029 0.85416
H 4.99023 -2.16017 0.07420
H -4.07342 -2.46801 -1.00252
H -3.42401 0.33499 -2.14385
H -1.05827 -4.09259 0.11944
H -0.79209 -0.41472 -5.39418
H 4.85060 -0.01254 2.05169
H 0.96972 -1.62600 -2.74432
H 1.82596 2.49404 -1.48851
H -1.49979 -3.34728 -3.26794
H 0.78369 2.97688 4.16841
H -0.50202 4.52901 2.70068
H 2.41963 -5.55864 -1.89567
H 0.57879 -5.88637 -0.27782
H -2.42860 -2.16207 3.64616
H -4.83306 0.19222 -4.11987
H -4.59796 -1.70373 -5.70617
H 3.64609 -0.65625 3.19417
H 1.48467 1.49503 3.27532
H 3.41796 -0.57328 -4.60329
H 2.76591 0.68949 1.24762
H 0.23578 3.03493 -2.11988
H 1.45720 -1.31522 -5.94050
H 2.43362 0.45885 -0.80513
H 4.64308 -0.49129 -0.41477



[4]
115
Properties=species:S:1:pos:R:3 method="wB97M-V/def2-TZVPD" total_charge=+1 spin_multiplicity=5 homo_ev="-11.075 / -11.087" homo_lumo_gap_ha="0.3408 / 0.2021"
Pd 9.47068 4.41767 19.22690
O 11.45493 4.90774 18.82415
O 8.94481 6.40691 20.28800
O 9.89462 2.70489 17.61776
O 8.54515 5.14068 17.48172
N 9.77676 3.46423 21.09156
C 7.85360 7.17943 16.55366
C 10.33755 3.83348 15.48141
C 12.89206 5.87940 12.83206
C 10.15746 8.87891 17.76794
C 7.33877 7.83809 15.38656
C 13.64957 5.19082 14.06214
C 14.21901 6.42033 14.78689
C 11.96141 8.31933 19.18586
C 16.23591 3.83699 22.83475
C 9.77399 7.31355 19.57694
C 11.74682 10.55079 16.02270
C 5.67052 6.97374 12.35367
C 14.50756 3.37732 19.88895
C 8.57002 6.86532 21.56726
C 7.79853 5.81715 14.06309
C 11.83560 6.60653 20.96019
C 12.56033 4.71762 19.43599
C 9.54931 1.36708 17.59048
C 10.28937 3.17859 22.09597
C 13.06287 3.80845 16.07321
C 17.08814 5.61463 21.26361
C 9.28232 8.03181 18.47212
C 8.36582 5.18160 15.10996
C 12.28146 11.38224 18.26032
C 10.80067 3.16080 16.66812
C 17.29731 3.22367 20.76353
C 13.30551 3.57044 19.16764
C 8.99012 3.79042 15.09364
C 14.99087 4.37641 20.83059
C 12.30554 10.08406 17.39064
C 7.91425 7.87049 17.91700
C 16.40411 4.27173 21.40792
C 13.76510 9.60778 17.20652
C 12.15558 3.12419 16.90932
C 12.57829 4.52997 15.00865
C 14.15522 5.44760 21.13058
C 6.27264 9.29433 13.09860
C 8.28600 5.81288 16.46443
C 11.14272 7.39517 19.83283
C 6.79775 7.86046 12.90244
C 7.92973 7.84618 11.82341
C 11.49374 9.11250 18.13023
C 14.64865 4.17071 13.63384
C 12.95165 5.64846 20.53781
C 7.31303 7.16778 14.17622
C 11.22617 4.55368 14.74455
C 12.67339 2.52919 18.22972
B 11.09770 2.88486 23.36629
H 12.62621 11.01974 15.49997
H 16.03109 2.78044 22.76481
H 11.43491 9.76215 15.38097
H 15.00925 2.44239 19.76216
H 18.11991 5.51994 21.61310
H 12.95161 8.33322 19.54729
H 14.16990 9.19808 18.15716
H 9.84533 9.30526 16.82974
H 13.54970 6.34912 12.10350
H 15.36440 4.26094 23.35631
H 13.56578 7.20983 15.09834
H 12.39352 5.10155 12.28108
H 12.17967 3.43436 23.35172
H 5.35261 7.45452 11.43171
H 12.19233 6.68116 13.20235
H 17.42887 3.40336 19.69703
H 14.11752 3.73417 16.25562
H 11.05206 5.94139 21.41843
H 9.43028 6.74003 22.27794
H 15.28493 4.54143 12.82617
H 12.94002 12.11876 17.84264
H 14.97164 6.92263 14.17408
H 17.05684 4.00014 23.47055
H 9.15263 1.12976 18.54739
H 14.15601 3.20435 13.35439
H 15.47146 3.95482 14.40109
H 10.32674 0.69145 17.31801
H 8.89064 1.17115 16.76118
H 8.44877 6.90327 11.58865
H 7.07986 8.86635 15.52054
H 8.39421 7.89811 21.64389
H 5.29875 9.25752 13.59550
H 10.50180 3.32084 24.42293
H 16.95561 2.23279 21.06485
H 11.32039 1.76443 23.57582
H 10.98936 11.34087 16.13299
H 14.33070 6.12183 21.99931
H 13.29787 1.66530 17.96929
H 14.76809 6.09529 15.73160
H 6.04164 9.66530 12.09161
H 6.84895 10.01337 13.70527
H 12.70320 11.31303 19.26997
H 17.13916 5.91760 20.18698
H 7.80591 5.19700 13.18832
H 11.27075 11.80664 18.35918
H 7.76710 6.30360 21.93568
H 16.50388 6.45711 21.77935
H 13.66279 8.79261 16.51279
H 8.71721 8.56512 12.00400
H 7.42780 8.18388 10.92352
H 14.38846 10.39373 16.85476
H 11.00060 5.16093 13.85805
H 5.99033 6.00256 12.08535
H 11.78723 2.11674 18.79240
H 8.84148 3.30498 14.10117
H 7.45249 8.82150 17.77166
H 4.80294 6.85976 13.01399
H 12.20237 7.25904 21.78857
H 7.20642 7.30511 18.53806
H 8.52405 3.20271 15.85783
H 18.33070 3.33164 21.11524